{"formula": "C4H11N2S", "method": "the ωB97M-V functional and the def2-TZVPD basis", "symbols": ["C", "C", "C", "C", "N", "N", "S", "H", "H", "H", "H", "H", "H", "H", "H", "H", "H", "H"], "positions_angstrom": [[-0.6825, 1.5875, -1.3644], [-0.2003, 0.9778, -0.3193], [2.1392, -0.2723, 0.4110], [-1.7489, -0.8607, 0.2675], [1.6632, 1.0455, 0.1189], [-0.8537, 0.2446, 0.7406], [-0.7931, -2.0769, -0.6960], [-1.7380, 1.6145, -1.5941], [-0.0423, 2.1077, -2.0526], [3.2217, -0.1798, 0.5273], [1.7562, -0.6123, 1.3796], [1.9529, -1.0338, -0.3561], [-2.2183, -1.3391, 1.1228], [-2.5051, -0.4419, -0.3954], [2.0396, 1.3977, -0.7554], [-1.3683, 0.9081, 1.3418], [-0.0842, -0.1579, 1.3082], [-0.5382, -2.9086, 0.3155]], "forces_ev_per_a": [[-0.6, -0.1, 0.1], [5.6, 0.3, 0.6], [0.3, -0.6, -0.3], [0.1, -1.0, -0.6], [-4.8, 0.7, -0.7], [0.1, 0.4, 0.5], [-0.4, 0.4, 0.0], [-0.2, 0.0, 0.0], [0.3, 0.1, -0.1], [0.0, -0.1, 0.2], [0.1, -0.1, 0.0], [0.0, 0.1, 0.2], [0.0, 0.2, 0.0], [0.1, 0.1, 0.2], [-0.1, -0.1, -0.1], [0.1, -0.2, -0.1], [-0.4, 0.1, -0.1], [0.0, -0.1, 0.2]], "lowdin_charge": [0.094, -0.189, -0.201, -0.448, 0.009, 0.010, 0.813, 0.087, 0.088, 0.103, 0.073, 0.060, 0.100, 0.090, 0.079, 0.202, 0.144, -0.113], "fmax_ev_per_a": 5.6, "de_lowest_kj_mol": 335.9, "charge": 1, "lumo_energy_ev": -3.448}

=====

{"formula": "C4H11N2S", "method": "the ωB97M-V functional and the def2-TZVPD basis", "symbols": ["C", "C", "C", "C", "N", "N", "S", "H", "H", "H", "H", "H", "H", "H", "H", "H", "H", "H"], "positions_angstrom": [[-0.8941, -0.7188, 0.4031], [1.6882, -0.4855, 0.9850], [-2.0591, -0.3883, -0.5108], [0.8377, -0.0243, -0.1474], [-0.9190, -1.4994, 1.3074], [0.7105, 1.4608, -0.3006], [-1.9367, 0.8735, -1.7912], [2.3959, 0.4000, 1.1748], [2.3765, -1.2797, 0.9069], [1.1666, -0.5193, 1.8999], [-2.8181, -0.0434, 0.2276], [-2.4804, -1.2722, -1.0493], [1.1309, -0.2913, -1.0813], [-0.0650, -1.5621, 1.7976], [-0.1630, 1.6027, -0.9434], [1.5185, 1.7950, -0.9164], [0.5891, 1.8198, 0.5710], [-1.0785, 0.1325, -2.5328]], "forces_ev_per_a": [[2.5, 2.8, -5.3], [2.1, 4.0, -0.2], [-1.2, -0.5, 0.8], [-3.7, -0.9, 3.2], [-1.5, -1.4, 2.1], [0.6, -1.6, -5.0], [0.7, -0.1, -0.2], [-0.5, -1.1, 0.0], [0.2, -1.3, -0.7], [-0.6, -0.2, 1.1], [0.1, -0.2, -0.8], [0.5, 0.4, 0.9], [0.5, -1.7, -2.6], [1.1, -0.7, 0.8], [0.6, 0.0, 1.2], [-1.0, 0.1, 1.8], [-0.1, 2.3, 2.9], [-0.3, 0.3, -0.1]], "lowdin_charge": [-0.275, -0.064, -0.489, -0.206, 0.191, 0.149, 0.805, 0.126, 0.089, 0.056, 0.101, 0.102, 0.092, 0.042, 0.046, 0.207, 0.111, -0.082], "fmax_ev_per_a": 6.5, "de_lowest_kj_mol": 276.1, "charge": 1, "lumo_energy_ev": -3.453}